Entry 1:
This record from the OMol25 dataset describes one molecule with the formula C22H31N7 in a non-equilibrium geometry. The level of theory is ωB97M-V with the def2-TZVPD basis set.

For the HOMO-LUMO gap, the calculation gives 8.529 eV. The structure (SMILES) is c1c/c(=N\C2CN(C3CCCCC3)C2)[nH]c(N2CCn3nc4c(c3C2)CCC4)n1. The energy comes out at -33746.5414 eV.

Last column: natural (NBO) charge in e.
Atoms and positions in Å:
1 C 1.99 -2.73 -1.17  0.074
2 C 0.89 -2.21 -1.79  -0.379
3 C 0.48 -0.84 -1.57  0.419
4 N -0.52 -0.20 -2.01  -0.521
5 C -1.66 -0.89 -2.62  -0.067
6 C -2.29 -2.15 -1.99  -0.237
7 N -3.37 -1.34 -1.42  -0.429
8 C -4.72 -1.85 -1.31  -0.034
9 C -4.81 -3.08 -0.36  -0.402
10 C -6.24 -3.64 -0.27  -0.394
11 C -7.26 -2.56 0.15  -0.397
12 C -7.17 -1.32 -0.75  -0.394
13 C -5.73 -0.78 -0.84  -0.402
14 C -3.03 -0.27 -2.36  -0.210
15 N 1.38 -0.18 -0.69  -0.596
16 C 2.51 -0.79 -0.06  0.650
17 N 3.32 -0.03 0.84  -0.427
18 C 4.37 -0.63 1.69  -0.223
19 C 5.71 0.14 1.53  -0.212
20 N 5.45 1.56 1.74  -0.157
21 N 6.44 2.44 1.99  -0.262
22 C 5.82 3.59 2.03  0.147
23 C 4.47 3.50 1.79  -0.141
24 C 4.21 2.16 1.58  0.139
25 C 2.96 1.34 1.28  -0.234
26 C 3.81 4.85 1.89  -0.413
27 C 5.02 5.79 1.76  -0.380
28 C 6.27 5.02 2.23  -0.431
29 N 2.79 -2.02 -0.31  -0.580
30 H 2.28 -3.75 -1.36  0.200
31 H 0.34 -2.84 -2.47  0.225
32 H -1.43 -0.99 -3.69  0.188
33 H -2.63 -2.86 -2.74  0.171
34 H -1.71 -2.68 -1.23  0.197
35 H -5.06 -2.19 -2.29  0.148
36 H -4.13 -3.86 -0.70  0.206
37 H -4.47 -2.78 0.63  0.202
38 H -6.53 -4.06 -1.23  0.193
39 H -6.27 -4.47 0.44  0.208
40 H -8.27 -2.97 0.13  0.206
41 H -7.07 -2.27 1.19  0.193
42 H -7.53 -1.56 -1.75  0.193
43 H -7.84 -0.54 -0.37  0.208
44 H -5.42 -0.40 0.14  0.202
45 H -5.70 0.08 -1.51  0.207
46 H -3.03 0.73 -1.93  0.200
47 H -3.66 -0.27 -3.26  0.165
48 H 1.15 0.77 -0.48  0.412
49 H 4.03 -0.57 2.73  0.192
50 H 4.52 -1.69 1.48  0.256
51 H 6.47 -0.21 2.22  0.225
52 H 6.09 0.02 0.51  0.207
53 H 2.39 1.86 0.51  0.215
54 H 2.32 1.28 2.16  0.203
55 H 3.06 5.03 1.11  0.213
56 H 3.32 4.99 2.85  0.207
57 H 5.15 6.07 0.71  0.203
58 H 4.88 6.72 2.31  0.209
59 H 6.51 5.22 3.28  0.214
60 H 7.14 5.28 1.64  0.223

=====

Entry 2:
This record from the OMol25 dataset describes C36H36BaN3O3P2 as an isolated structure in a non-equilibrium geometry. The level of theory is ωB97M-V with the def2-TZVPD basis set.

For the HOMO-LUMO gap, the calculation gives 8.604 eV. The energy comes out at -67799.3107 eV. The net charge is +1.

Last column: Mulliken charge in e.
Atoms and positions in Å:
1 Ba 0.87 1.09 -1.22  1.870
2 O 3.01 1.37 -2.18  -0.821
3 C 3.05 2.26 -1.27  -0.540
4 O 2.90 1.97 -0.07  -0.531
5 C 2.82 3.72 -1.71  1.082
6 C 3.78 4.70 -1.77  -0.529
7 C 3.37 5.96 -2.17  -0.331
8 C 2.04 6.18 -2.48  -0.565
9 C 1.14 5.13 -2.37  -0.406
10 N 1.52 3.90 -2.00  -0.136
11 H 4.81 4.49 -1.52  0.447
12 H 4.09 6.76 -2.24  0.437
13 H 1.69 7.16 -2.79  0.403
14 H 0.10 5.28 -2.60  0.440
15 N -1.31 -0.72 0.79  -0.167
16 P -2.00 0.00 -0.69  0.256
17 C -3.63 0.63 -0.18  0.385
18 C -4.62 -0.11 0.47  -0.284
19 C -5.80 0.50 0.86  -0.669
20 C -6.00 1.86 0.61  -0.464
21 C -5.03 2.60 -0.04  -0.657
22 C -3.84 1.98 -0.42  -0.247
23 C -2.46 -1.47 -1.68  0.724
24 C -1.98 -2.76 -1.46  -0.158
25 C -2.34 -3.81 -2.30  -0.767
26 C -3.17 -3.58 -3.38  -0.481
27 C -3.65 -2.30 -3.62  -0.617
28 C -3.30 -1.26 -2.78  -0.618
29 P -0.02 0.23 1.57  0.110
30 C -1.00 1.64 2.14  0.839
31 C -2.22 1.49 2.80  -0.269
32 C -2.94 2.60 3.19  -0.682
33 C -2.45 3.87 2.90  -0.530
34 C -1.24 4.04 2.25  -0.725
35 C -0.51 2.91 1.87  -0.731
36 C 0.35 -0.75 3.04  0.419
37 C 1.57 -0.53 3.67  -0.677
38 C 1.92 -1.23 4.82  -0.576
39 C 1.04 -2.17 5.33  -0.463
40 C -0.18 -2.41 4.71  -0.733
41 C -0.53 -1.70 3.57  -0.240
42 H -0.96 -1.66 0.62  0.143
43 H -4.47 -1.17 0.67  0.431
44 H -6.57 -0.08 1.36  0.430
45 H -6.93 2.33 0.91  0.411
46 H -5.19 3.65 -0.23  0.427
47 H -3.07 2.57 -0.91  0.309
48 H -1.31 -2.98 -0.64  0.091
49 H -1.96 -4.80 -2.10  0.426
50 H -3.45 -4.40 -4.03  0.398
51 H -4.31 -2.12 -4.45  0.405
52 H -3.70 -0.27 -2.98  0.386
53 H -2.60 0.49 3.01  0.308
54 H -3.89 2.48 3.70  0.455
55 H -3.02 4.75 3.20  0.413
56 H -0.86 5.03 2.05  0.480
57 H 0.46 3.04 1.39  0.584
58 H 2.27 0.20 3.26  0.366
59 H 2.87 -1.04 5.30  0.419
60 H 1.30 -2.72 6.23  0.396
61 H -0.86 -3.15 5.11  0.417
62 H -1.48 -1.88 3.09  0.388
63 O 1.17 -1.35 -0.99  -0.576
64 C 2.22 -2.03 -0.85  0.328
65 C 2.16 -3.52 -0.84  -0.675
66 C 2.77 -4.17 -2.09  -0.623
67 C 4.29 -4.24 -2.07  -0.755
68 C 5.01 -2.90 -1.96  -0.567
69 C 4.69 -2.13 -0.69  -0.936
70 N 3.40 -1.42 -0.71  0.063
71 H 1.10 -3.76 -0.74  0.158
72 H 2.67 -3.90 0.06  0.462
73 H 2.43 -3.63 -2.98  0.331
74 H 2.36 -5.17 -2.17  0.409
75 H 4.64 -4.77 -2.96  0.359
76 H 4.59 -4.86 -1.21  0.297
77 H 4.75 -2.27 -2.82  0.330
78 H 6.09 -3.05 -2.01  0.369
79 H 5.44 -1.37 -0.49  0.454
80 H 4.70 -2.81 0.17  0.333
81 H 3.43 -0.42 -0.83  0.358